Molecular formula: C17H26EuF6NOP
Method: DFT, wB97M-V/def2-TZVPD

Atoms and positions in Å:
C -2.35 0.64 -3.63
C -2.16 -0.58 -3.04
C -1.35 -0.68 -1.90
C -0.65 0.43 -1.41
C -0.93 1.66 -1.98
C -1.81 1.78 -3.06
C -1.33 -2.03 -1.21
C 0.07 -2.62 -1.10
N 1.11 -1.59 -0.82
Eu 0.43 -0.02 0.82
C -0.34 2.93 -1.43
P 1.26 2.45 -0.54
H -2.61 -1.51 -3.36
H -2.00 2.79 -3.39
H -2.96 0.72 -4.48
H -0.95 3.47 -0.67
H -0.17 3.66 -2.26
H -1.77 -2.01 -0.19
H -1.93 -2.72 -1.81
H 0.09 -3.41 -0.31
C 1.86 3.99 0.11
C 2.15 2.66 -2.21
H 0.42 -3.05 -2.03
C 1.75 -1.18 -2.10
C 2.14 -2.12 0.07
H 0.79 1.94 1.12
H 2.19 -2.12 -2.46
H 0.99 -0.77 -2.80
H 2.51 -0.40 -1.91
H 2.65 -2.88 -0.53
H 2.84 -1.32 0.39
H 1.66 -2.58 0.97
H 2.04 3.74 -2.46
H 3.20 2.41 -2.20
H 1.72 2.11 -3.05
H 1.92 4.77 -0.67
H 1.19 4.29 0.92
H 2.84 3.80 0.55
H 2.05 1.39 1.33
C -0.24 -0.37 4.23
C -0.99 -1.38 3.37
O -0.50 -1.53 2.10
C -0.98 -2.78 4.15
F -1.34 -2.63 5.46
F -1.81 -3.72 3.62
F 0.29 -3.27 4.13
C -2.41 -0.71 3.18
F -3.00 -0.23 4.31
F -2.15 0.43 2.40
F -3.28 -1.48 2.51
H 0.83 -0.67 4.33
H -0.68 -0.27 5.24
H -0.29 0.60 3.70

Lowest unoccupied orbital energy (spin up / spin down): -0.15 / -1.19 eV
Spin multiplicity: 8
E: -2444.06664 hartree
Highest occupied orbital energy (spin up / spin down): -0.2670 / -0.2730 hartree
Kohn-Sham gap (spin up / spin down): 7.1118 / 6.2334 eV

Charges computed using Mulliken, reported in e:
1. C -0.901
2. C -1.004
3. C 0.600
4. C 0.459
5. C 0.851
6. C -0.781
7. C -0.637
8. C -0.782
9. N 0.234
10. Eu 0.270
11. C -1.455
12. P 0.688
13. H 0.378
14. H 0.474
15. H 0.430
16. H 0.438
17. H 0.441
18. H -0.095
19. H 0.561
20. H 0.406
21. C -1.178
22. C -1.741
23. H 0.475
24. C -1.266
25. C -1.229
26. H -0.108
27. H 0.581
28. H 0.354
29. H 0.267
30. H 0.459
31. H 0.297
32. H 0.515
33. H 0.466
34. H 0.418
35. H 0.363
36. H 0.360
37. H 0.408
38. H 0.374
39. H 0.104
40. C -1.707
41. C 0.708
42. O -0.511
43. C 0.573
44. F -0.272
45. F -0.246
46. F -0.251
47. C 0.742
48. F -0.274
49. F -0.257
50. F -0.230
51. H 0.362
52. H 0.456
53. H 0.414